Below is 2 unconnected molecules or ions with the total composition C5H5ClN2O2 in a non-equilibrium geometry, with properties calculated with the ωB97M-V functional and the def2-TZVPD basis.

```
15
Properties=species:S:1:pos:R:3
Cl -1.9577 -3.0785 2.4245
O 0.0150 -0.7356 2.5805
O -0.6155 1.3791 2.4658
N 0.2892 -0.9315 0.0739
N -0.1977 0.3224 1.9740
C 0.2025 1.4091 -1.5973
C 0.5432 0.1564 -2.1036
C 0.1364 0.2744 0.5068
C 0.0737 1.4440 -0.2486
C 0.6526 -0.9249 -1.2229
H -0.9993 -2.0896 2.0324
H 0.1363 2.3907 0.2356
H 0.0450 2.2061 -2.2134
H 0.7985 0.0242 -3.1847
H 0.8778 -1.8464 -1.7231
```

The energy relative to the best compared isomer or geometry (same formula, charge and spin) is 96.3 kcal/mol. As for the HOMO-LUMO gap: 9.45 eV. The largest force on an atom comes out at 0.066 hartree/bohr. As for the charge: 0. For the LUMO energy, the calculation gives -1.2 eV. As for the SMILES: O=[N+]([O-])c1ccccn1.Cl. As for the multiplicity: 1. The calculation puts the HOMO energy at -10.68 eV.